(1)
A cluster of 20 separate species, C60H160O20 in total in a non-equilibrium geometry, computed with the ωB97M-V functional and the def2-TZVPD basis.

XYZ file:
```
240
C60H160O20 | OMol25 | the ωB97M-V functional and the def2-TZVPD basis
C -4.93 0.43 0.76
C -4.63 1.38 1.92
C -5.05 1.03 3.33
O -3.23 1.82 1.91
H -5.99 0.19 0.72
H -4.37 -0.50 0.85
H -4.68 0.85 -0.15
H -5.21 2.30 1.72
H -4.66 1.82 3.94
H -4.75 0.02 3.74
H -6.16 1.14 3.37
H -2.67 1.17 2.36
C -4.23 -7.53 -0.27
C -3.70 -6.54 -1.28
C -3.88 -7.11 -2.67
O -4.27 -5.27 -1.09
H -4.00 -7.27 0.72
H -3.72 -8.41 -0.58
H -5.28 -7.69 -0.38
H -2.64 -6.54 -0.98
H -4.88 -7.41 -2.87
H -3.34 -8.03 -2.62
H -3.51 -6.36 -3.42
H -3.82 -4.72 -1.78
C -2.61 5.87 0.42
C -1.82 4.61 0.07
C -0.77 4.19 1.21
O -2.68 3.54 -0.26
H -2.70 5.97 1.53
H -3.63 5.78 0.04
H -2.13 6.76 0.08
H -1.18 4.77 -0.83
H -0.25 3.29 0.94
H -1.26 3.83 2.16
H -0.11 5.08 1.37
H -2.61 2.85 0.44
C 2.53 3.27 0.96
C 4.00 2.87 0.79
C 4.88 4.02 0.20
O 4.59 2.49 2.08
H 2.43 4.22 1.47
H 2.00 2.45 1.46
H 2.03 3.39 -0.01
H 4.03 2.06 0.13
H 5.91 3.69 0.19
H 4.77 4.95 0.79
H 4.52 4.32 -0.83
H 5.07 1.64 2.04
C 0.37 7.13 3.96
C 1.52 6.25 4.38
C 1.24 4.78 4.41
O 2.71 6.55 3.61
H 0.62 8.09 3.58
H -0.43 7.25 4.68
H -0.13 6.62 3.14
H 1.69 6.47 5.43
H 0.25 4.56 4.91
H 2.02 4.14 4.93
H 1.12 4.37 3.39
H 3.44 5.89 3.82
C 5.01 -1.68 2.74
C 4.79 -1.46 1.26
C 3.26 -1.28 0.93
O 5.39 -0.22 0.73
H 6.12 -1.89 3.01
H 4.40 -2.53 3.09
H 4.71 -0.82 3.26
H 5.27 -2.33 0.82
H 2.84 -0.47 1.54
H 2.72 -2.22 1.05
H 3.02 -0.97 -0.12
H 6.33 -0.23 0.70
C 2.91 8.04 -0.68
C 1.81 7.81 0.34
C 0.50 7.61 -0.44
O 2.11 6.61 1.02
H 2.85 9.00 -1.17
H 2.86 7.24 -1.41
H 3.85 7.86 -0.13
H 1.64 8.57 1.13
H 0.54 6.67 -0.97
H 0.19 8.39 -1.18
H -0.33 7.53 0.30
H 2.20 6.78 2.00
C 0.48 0.75 4.08
C -0.84 0.05 4.46
C -1.50 0.80 5.57
O -1.67 -0.17 3.35
H 0.20 1.73 3.84
H 0.93 0.26 3.23
H 1.18 0.85 4.88
H -0.74 -0.98 4.84
H -0.85 0.92 6.47
H -2.44 0.34 5.77
H -1.67 1.86 5.22
H -1.75 -1.12 3.23
C 5.37 5.19 6.35
C 5.23 4.13 5.27
C 4.39 2.96 5.73
O 4.74 4.54 3.97
H 6.08 5.97 6.05
H 5.74 4.76 7.31
H 4.41 5.62 6.55
H 6.28 3.83 5.10
H 3.76 2.61 4.82
H 3.68 3.20 6.55
H 4.99 2.11 6.00
H 4.89 3.81 3.34
C -4.02 -2.63 -3.98
C -5.48 -2.69 -3.40
C -5.72 -1.57 -2.34
O -6.44 -2.60 -4.42
H -3.93 -1.69 -4.57
H -3.80 -3.52 -4.55
H -3.32 -2.52 -3.17
H -5.64 -3.66 -2.93
H -5.30 -0.65 -2.67
H -5.19 -1.88 -1.42
H -6.76 -1.52 -2.15
H -6.76 -1.67 -4.51
C -1.55 -4.90 3.65
C -1.19 -3.91 2.55
C -1.13 -4.56 1.15
O -2.17 -2.82 2.60
H -2.43 -5.44 3.36
H -1.54 -4.43 4.57
H -0.75 -5.62 3.75
H -0.24 -3.39 2.85
H -0.65 -5.53 1.20
H -0.65 -3.94 0.41
H -2.14 -4.68 0.75
H -3.09 -3.10 2.61
C 1.84 -4.15 5.04
C 2.48 -5.35 4.14
C 3.23 -6.32 5.07
O 1.40 -5.89 3.43
H 1.23 -3.47 4.40
H 2.54 -3.44 5.45
H 1.11 -4.42 5.84
H 3.19 -4.84 3.43
H 2.67 -6.61 5.94
H 4.14 -5.98 5.49
H 3.47 -7.23 4.50
H 1.66 -5.94 2.50
C -2.16 -2.38 -8.79
C -1.35 -1.78 -7.63
C -1.76 -0.37 -7.29
O -1.63 -2.60 -6.46
H -2.10 -1.67 -9.58
H -3.20 -2.49 -8.51
H -1.84 -3.33 -9.20
H -0.33 -1.85 -7.94
H -0.90 -0.10 -6.67
H -2.67 -0.31 -6.71
H -1.83 0.27 -8.15
H -1.63 -2.01 -5.68
C -0.24 -3.81 -3.43
C -0.01 -4.74 -2.33
C 0.39 -6.11 -2.80
O 1.05 -4.21 -1.48
H 0.65 -3.61 -4.00
H -0.59 -2.88 -3.04
H -0.92 -4.16 -4.20
H -0.88 -4.95 -1.76
H 1.19 -5.94 -3.50
H -0.43 -6.56 -3.33
H 0.72 -6.73 -1.99
H 0.83 -3.26 -1.32
C -6.94 5.87 -1.17
C -6.55 4.46 -1.54
C -5.94 3.67 -0.37
O -7.73 3.77 -1.93
H -7.46 5.88 -0.26
H -7.55 6.43 -1.86
H -6.02 6.46 -1.00
H -5.93 4.40 -2.44
H -5.88 2.64 -0.72
H -6.79 3.67 0.36
H -5.03 3.98 0.06
H -8.09 3.16 -1.28
C -0.03 0.20 0.52
C -0.47 -1.17 -0.04
C -1.83 -1.25 -0.66
O 0.50 -1.66 -1.03
H 0.07 0.91 -0.35
H 0.92 0.20 1.01
H -0.77 0.66 1.25
H -0.43 -1.89 0.78
H -2.50 -1.28 0.13
H -1.88 -2.23 -1.02
H -2.07 -0.49 -1.44
H 0.51 -0.99 -1.80
C 4.33 -4.95 -0.23
C 3.18 -5.97 -0.09
C 3.60 -7.29 0.56
O 2.14 -5.35 0.69
H 4.63 -4.53 0.69
H 3.94 -4.22 -0.94
H 5.22 -5.25 -0.79
H 2.75 -6.18 -1.01
H 4.32 -7.96 -0.01
H 2.64 -7.79 0.64
H 3.83 -7.04 1.60
H 1.53 -4.85 0.13
C -3.89 1.91 -3.41
C -2.46 2.39 -3.65
C -2.40 3.87 -3.80
O -1.58 2.01 -2.55
H -4.35 2.49 -2.64
H -3.80 0.80 -3.17
H -4.51 2.08 -4.32
H -2.02 1.88 -4.50
H -1.54 4.18 -4.33
H -2.42 4.34 -2.79
H -3.27 4.33 -4.29
H -1.84 2.54 -1.76
C 4.71 -2.09 -3.05
C 5.81 -1.34 -2.36
C 7.05 -1.40 -3.20
O 5.51 0.00 -2.20
H 5.16 -3.01 -3.37
H 4.37 -1.50 -3.92
H 3.88 -2.33 -2.41
H 6.08 -1.79 -1.38
H 7.38 -2.44 -3.40
H 7.79 -0.75 -2.73
H 6.82 -1.00 -4.24
H 5.33 0.33 -1.29
C 2.35 0.97 -2.85
C 1.38 0.32 -3.87
C 1.61 -0.95 -4.61
O 0.06 0.00 -3.17
H 2.65 0.30 -2.00
H 1.79 1.88 -2.57
H 3.34 1.23 -3.26
H 1.20 1.08 -4.65
H 0.69 -1.01 -5.22
H 1.63 -1.77 -3.90
H 2.51 -1.05 -5.22
H -0.40 0.78 -2.87
```

Computed properties:
2S+1: 1
Orbital gap, eV: 9.854
Energy above the lowest of the compared OMol25 structures with the same formula, charge and spin, kcal/mol: 75.3
Charge: 0


(2)
A structure of composition C8H12CrN2P in a non-equilibrium geometry, computed with the ωB97M-V functional and the def2-TZVPD basis.

XYZ file:
```
24
C8H12CrN2P | OMol25 | the ωB97M-V functional and the def2-TZVPD basis
C 1.25 0.70 -1.93
C 0.27 0.41 -2.92
C -0.42 -0.81 -2.87
C -0.13 -1.79 -1.90
C 0.90 -1.54 -0.98
Cr -0.03 0.13 -0.78
P -0.14 2.53 -0.13
H 1.94 1.55 -1.89
H 0.14 1.08 -3.74
H -1.02 -1.09 -3.79
H 1.27 -2.29 -0.28
H -0.64 -2.76 -2.06
H -1.11 3.14 0.77
H 0.09 3.46 -1.08
H 1.05 2.70 0.71
N -0.96 -1.27 1.66
C -0.76 -1.42 3.00
C -0.13 -0.27 3.45
C 0.13 0.52 2.33
N -0.37 -0.08 1.25
H -1.09 -2.00 0.95
H -1.07 -2.33 3.53
H 0.17 -0.01 4.46
H 0.67 1.45 2.26
```

Computed properties:
2S+1: 5
Orbital gap (alpha / beta), eV: 3.799 / 5.533
Charge: -1
⟨S²⟩: 6.081


(3)
A cluster of 2 separate species, C9H14O in total in a non-equilibrium geometry, computed with the ωB97M-V functional and the def2-TZVPD basis.

XYZ file:
```
24
C9H14O | OMol25 | the ωB97M-V functional and the def2-TZVPD basis
C -2.94 -1.15 0.46
C 0.32 0.71 0.89
C -1.02 0.45 1.03
C 1.30 -0.25 0.77
C -1.48 -0.85 0.76
C 0.89 -1.58 0.64
C -0.49 -1.82 0.66
O 2.61 0.03 1.07
H 0.66 1.73 1.04
H -1.76 1.24 1.19
H 2.76 0.98 0.98
H 1.51 -2.43 0.38
H -3.09 -2.20 0.71
H -3.17 -1.00 -0.59
H -0.84 -2.85 0.71
H -3.56 -0.54 1.11
C 0.03 1.06 -2.43
C 0.70 2.44 -2.54
H 0.37 0.37 -3.21
H 0.36 0.60 -1.49
H -1.05 1.10 -2.52
H 1.62 2.43 -3.12
H 0.91 2.87 -1.55
H 0.00 3.19 -2.93
```

Computed properties:
2S+1: 1
Orbital gap, eV: 9.222
Energy above the lowest of the compared OMol25 structures with the same formula, charge and spin, kcal/mol: 17.7
Charge: 0
SMILES: Cc1ccc(O)cc1.CC


(4)
A structure of composition C26H41LiN3OPS2, computed with the ωB97M-V functional and the def2-TZVPD basis.

XYZ file:
```
75
C26H41LiN3OPS2 | OMol25 | the ωB97M-V functional and the def2-TZVPD basis
Li -0.73 -2.19 -0.60
C 2.59 -4.72 3.02
S 0.80 -4.70 3.24
C 0.20 -4.01 1.73
S 1.25 -3.50 0.48
N -1.12 -4.04 1.74
N -1.64 -3.46 0.62
C -2.85 -3.74 0.34
C -3.41 -3.17 -0.91
C -4.72 -3.40 -1.29
C -5.17 -2.89 -2.49
C -4.30 -2.15 -3.28
C -3.01 -1.96 -2.82
N -2.56 -2.46 -1.67
H 2.99 -5.08 3.97
H 2.96 -3.72 2.81
H 2.87 -5.39 2.22
H -3.44 -4.41 0.95
H -5.37 -3.98 -0.64
H -6.19 -3.06 -2.81
H -4.61 -1.73 -4.23
H -2.29 -1.37 -3.38
O -0.46 -0.48 -1.13
P 0.41 0.61 -0.52
C 0.71 0.20 1.23
C 1.70 1.10 2.00
C 1.61 0.85 3.52
C 1.20 -0.59 3.80
C -0.24 -0.81 3.36
C -0.57 -0.08 2.03
C -0.34 2.24 -0.94
C -1.85 2.14 -1.19
C -2.67 2.25 0.10
C -2.32 3.52 0.88
C -0.83 3.62 1.16
C 0.00 3.49 -0.12
C 2.04 0.57 -1.33
C 2.99 1.77 -1.08
C 3.03 2.73 -2.27
C 3.58 2.02 -3.52
C 3.19 0.53 -3.56
C 1.86 0.30 -2.84
H 1.19 -0.78 1.08
H 1.53 2.15 1.79
H 2.72 0.87 1.66
H 0.87 1.53 3.96
H 2.57 1.10 3.98
H 1.31 -0.82 4.86
H 1.87 -1.27 3.27
H -0.91 -0.43 4.14
H -0.45 -1.87 3.27
H -1.08 0.85 2.25
H -1.26 -0.69 1.45
H 0.12 2.37 -1.93
H -2.08 1.22 -1.71
H -2.13 2.97 -1.85
H -2.48 1.36 0.72
H -3.73 2.24 -0.14
H -2.89 3.56 1.81
H -2.63 4.39 0.28
H -0.53 2.85 1.87
H -0.60 4.58 1.64
H 1.07 3.56 0.10
H -0.23 4.35 -0.75
H 2.48 -0.33 -0.89
H 4.00 1.39 -0.91
H 2.73 2.32 -0.17
H 3.65 3.59 -2.03
H 2.03 3.11 -2.47
H 4.67 2.11 -3.54
H 3.21 2.53 -4.41
H 3.96 -0.07 -3.07
H 3.12 0.18 -4.59
H 1.51 -0.72 -2.98
H 1.10 0.95 -3.27
```

Computed properties:
2S+1: 1
Orbital gap, eV: 7.347
Charge: 0


(5)
The molecule C22H25BrN4O4 in a non-equilibrium geometry, computed with the ωB97M-V functional and the def2-TZVPD basis.

XYZ file:
```
56
C22H25BrN4O4 | OMol25 | the ωB97M-V functional and the def2-TZVPD basis
N 4.53 1.37 -1.76
C 3.29 1.84 -1.97
O 2.88 2.21 -3.05
C 2.44 1.86 -0.70
H 1.52 2.40 -0.89
H 3.00 2.38 0.07
C 2.15 0.41 -0.22
N 2.44 0.28 1.19
C 3.71 0.17 1.64
O 4.67 0.14 0.90
C 3.82 0.05 3.16
C 3.02 1.12 3.85
C 3.55 2.41 3.96
C 2.81 3.42 4.55
C 1.54 3.15 5.03
C 1.00 1.88 4.93
C 1.75 0.87 4.33
H 1.32 -0.12 4.27
H 0.01 1.67 5.31
Br 0.53 4.54 5.84
H 3.22 4.42 4.64
H 4.54 2.62 3.58
H 4.87 0.12 3.42
H 3.45 -0.94 3.44
H 1.70 0.46 1.85
C 0.75 -0.02 -0.55
C -0.04 -0.72 0.33
C -1.34 -1.12 0.01
C -1.90 -0.81 -1.27
N -3.15 -1.15 -1.59
H -3.65 -1.72 -0.91
C -3.81 -0.94 -2.86
C -5.31 -1.17 -2.68
C -5.48 -2.70 -2.71
H -6.39 -2.98 -3.24
C -4.22 -3.25 -3.43
H -3.63 -3.85 -2.73
H -4.48 -3.88 -4.27
C -3.42 -2.03 -3.87
H -2.35 -2.22 -3.88
H -3.73 -1.71 -4.87
H -5.54 -3.10 -1.70
H -5.68 -0.73 -1.76
H -5.83 -0.71 -3.52
H -3.59 0.07 -3.22
C -1.05 -0.12 -2.16
C 0.22 0.27 -1.82
H 0.82 0.79 -2.54
H -1.42 0.11 -3.15
N -2.05 -1.82 1.01
O -1.51 -1.98 2.09
O -3.17 -2.26 0.76
H 0.33 -1.02 1.30
H 2.85 -0.27 -0.73
H 4.81 0.99 -0.86
H 5.16 1.28 -2.54
```

Computed properties:
2S+1: 1
Orbital gap, eV: 7.759
Energy above the lowest of the compared OMol25 structures with the same formula, charge and spin, kcal/mol: 0.0
Charge: 0
SMILES: NC(=O)C[C@@H](NC(=O)Cc1ccc(Br)cc1)c1ccc(NC2CCCC2)c([N+](=O)[O-])c1


Total energy (eV)
-105762.15496, -49173.55865, -11606.86873, -65313.53362, -107412.18173